1.
Density functional theory data (the ωB97M-V functional and the def2-TZVPD basis) for a single C8H9NO molecule.

The max |F| is 0.0772 hartree/bohr. The total energy is -11974.0673 eV. For the HOMO energy, the calculation gives -8.3 eV. The energy above the lowest of the compared OMol25 structures with the same formula, charge and spin comes out at 5.782 eV. The spin multiplicity is 1.

Element x y z (Å)
C (-1.65, 2.07, -1.88)
O (-1.26, 0.69, -1.94)
C (-0.10, 0.62, -1.29)
C (0.55, 1.52, -0.52)
C (1.33, 1.14, 0.38)
N (1.56, 0.38, 1.32)
C (0.88, -0.80, 1.37)
C (0.78, -1.44, 2.65)
C (0.22, -1.39, 0.29)
C (0.38, -0.85, -1.13)
H (-1.99, 2.41, -2.85)
H (-0.80, 2.69, -1.58)
H (-2.52, 2.24, -1.15)
H (-0.25, -2.05, 2.71)
H (0.76, -0.74, 3.43)
H (1.60, -2.15, 2.81)
H (-0.53, -2.12, 0.45)
H (1.39, -0.79, -1.41)
H (-0.35, -1.44, -1.68)

***

2.
Density functional theory data (the ωB97M-V functional and the def2-TZVPD basis) for a 11-piece molecular cluster, C15H52N4O11 overall.

The max |F| is 0.1550 hartree/bohr. The total energy is -44876.8457 eV. For the HOMO energy, the calculation gives -8.8 eV. The energy above the lowest of the compared OMol25 structures with the same formula, charge and spin comes out at 0.421 eV. The spin multiplicity is 1.

Element x y z (Å)
N (2.27, 1.55, -3.52)
C (1.48, 2.17, -2.64)
N (1.74, 3.43, -2.70)
O (0.50, 1.55, -1.90)
H (2.13, 0.51, -3.57)
H (3.06, 1.99, -4.03)
H (1.11, 3.98, -2.08)
H (2.74, 3.82, -2.61)
N (2.64, 2.11, 2.46)
C (2.54, 1.24, 3.45)
N (1.85, 1.69, 4.50)
O (3.06, -0.02, 3.41)
H (2.91, 1.78, 1.51)
H (2.34, 3.11, 2.50)
H (1.56, 1.07, 5.25)
H (1.34, 2.55, 4.42)
C (-3.88, -2.52, -2.49)
C (-2.56, -3.15, -2.09)
O (-2.56, -4.49, -2.57)
H (-4.64, -2.88, -1.82)
H (-4.13, -2.66, -3.52)
H (-3.65, -1.47, -2.34)
H (-2.45, -3.01, -1.04)
H (-1.80, -2.50, -2.46)
H (-3.07, -5.05, -1.99)
C (0.70, -1.56, -0.90)
C (0.77, -1.18, 0.61)
O (0.35, 0.15, 0.72)
H (-0.23, -1.21, -1.34)
H (0.72, -2.61, -1.01)
H (1.48, -1.05, -1.54)
H (1.77, -1.17, 1.04)
H (0.08, -1.78, 1.19)
H (1.10, 0.69, 0.58)
C (-1.52, -1.57, 4.93)
C (-0.64, -0.75, 3.99)
O (-1.38, -0.36, 2.82)
H (-0.89, -1.77, 5.78)
H (-1.83, -2.56, 4.57)
H (-2.27, -0.96, 5.29)
H (0.29, -1.25, 3.80)
H (-0.44, 0.08, 4.60)
H (-0.71, 0.01, 2.20)
C (-0.83, 2.65, 2.99)
C (-0.54, 4.05, 3.60)
O (0.61, 4.01, 4.41)
H (-1.04, 2.02, 3.87)
H (0.04, 2.32, 2.34)
H (-1.66, 2.57, 2.27)
H (-1.39, 4.42, 4.15)
H (-0.26, 4.80, 2.83)
H (0.67, 4.88, 4.79)
C (-2.14, -3.59, 2.03)
O (-3.12, -2.57, 2.32)
H (-2.60, -4.58, 2.21)
H (-1.21, -3.46, 2.55)
H (-1.92, -3.62, 0.96)
H (-2.59, -1.77, 2.58)
C (-2.64, 0.49, -0.73)
O (-2.01, 1.36, 0.16)
H (-3.54, 0.90, -1.20)
H (-2.71, -0.53, -0.32)
H (-2.00, 0.48, -1.61)
H (-1.13, 1.01, 0.33)
C (-1.18, -0.05, -4.03)
O (-1.08, -0.04, -5.49)
H (-0.29, -0.47, -3.61)
H (-1.98, -0.66, -3.74)
H (-1.37, 0.90, -3.69)
H (-1.15, -0.93, -5.80)
C (3.88, 0.56, -0.71)
O (3.01, 1.51, -0.12)
H (4.18, -0.15, 0.08)
H (4.77, 0.98, -1.12)
H (3.30, 0.00, -1.44)
H (2.90, 2.28, -0.71)
C (2.76, -0.72, -5.49)
O (2.09, -1.18, -4.32)
H (3.21, -1.53, -6.03)
H (3.57, -0.06, -5.25)
H (1.99, -0.26, -6.07)
H (1.53, -1.97, -4.46)

***

3.
Density functional theory data (the ωB97M-V functional and the def2-TZVPD basis) for a single C10H16ClNO2 molecule.

The max |F| is 0.0662 hartree/bohr. The total energy is -28731.9026 eV. For the HOMO energy, the calculation gives -8.6 eV. The energy above the lowest of the compared OMol25 structures with the same formula, charge and spin comes out at 1.364 eV. The spin multiplicity is 1.

Element x y z (Å)
C (1.29, 1.95, -0.92)
C (0.77, 0.74, -0.87)
C (-0.07, -0.08, -1.82)
C (-0.35, -1.49, -1.22)
C (-0.18, -1.26, 0.32)
C (-1.34, -0.79, 1.15)
C (-2.59, -0.23, 0.44)
Cl (-3.87, -1.20, -0.12)
N (-2.60, 1.06, 0.18)
O (-3.51, 1.60, -0.41)
O (-1.52, 1.78, 0.60)
C (0.98, -0.21, 0.29)
C (1.21, 0.35, 1.65)
C (2.33, -0.84, -0.08)
H (1.06, 2.47, -1.77)
H (1.75, 2.37, -0.04)
H (0.60, -0.19, -2.67)
H (-0.98, 0.52, -1.95)
H (-1.29, -1.81, -1.58)
H (0.40, -2.22, -1.50)
H (0.26, -2.13, 0.85)
H (-1.84, -1.48, 1.88)
H (-0.97, -0.06, 1.92)
H (-1.51, 2.62, 0.11)
H (1.20, -0.42, 2.36)
H (0.49, 1.18, 1.68)
H (2.22, 0.80, 1.70)
H (2.68, -1.28, 0.86)
H (3.13, -0.12, -0.24)
H (2.26, -1.64, -0.81)

***

4.
Density functional theory data (the ωB97M-V functional and the def2-TZVPD basis) for a single C21H22N2O3 molecule.

The max |F| is 0.0126 hartree/bohr. The total energy is -31258.2599 eV. For the HOMO energy, the calculation gives -8.0 eV. The energy above the lowest of the compared OMol25 structures with the same formula, charge and spin comes out at 0.802 eV. The spin multiplicity is 1.

Element x y z (Å)
C (4.70, -0.14, -3.16)
O (3.38, 0.15, -2.72)
C (3.27, 0.48, -1.43)
O (4.19, 0.74, -0.70)
C (1.80, 0.68, -1.04)
C (1.61, 2.10, -0.51)
C (0.20, 2.32, -0.04)
C (-0.14, 2.17, 1.29)
C (-1.45, 2.37, 1.72)
C (-2.42, 2.73, 0.81)
C (-2.10, 2.87, -0.53)
C (-0.80, 2.66, -0.95)
N (1.47, -0.28, -0.02)
C (2.06, -1.50, 0.02)
O (2.95, -1.81, -0.75)
C (1.49, -2.43, 1.07)
C (0.29, -3.17, 0.47)
C (-0.81, -2.24, 0.07)
C (-1.09, -1.81, -1.19)
N (-2.16, -0.95, -1.16)
C (-2.60, -0.82, 0.13)
C (-3.66, -0.11, 0.65)
C (-3.86, -0.17, 2.01)
C (-3.02, -0.93, 2.84)
C (-1.98, -1.65, 2.32)
C (-1.75, -1.61, 0.94)
H (5.05, -1.06, -2.69)
H (5.38, 0.68, -2.91)
H (4.64, -0.27, -4.24)
H (1.18, 0.52, -1.94)
H (2.31, 2.25, 0.32)
H (1.86, 2.81, -1.30)
H (0.62, 1.92, 2.01)
H (-1.70, 2.26, 2.76)
H (-3.43, 2.91, 1.14)
H (-2.86, 3.14, -1.25)
H (-0.54, 2.78, -2.00)
H (0.68, -0.07, 0.57)
H (1.18, -1.86, 1.95)
H (2.26, -3.14, 1.35)
H (-0.09, -3.88, 1.22)
H (0.62, -3.74, -0.40)
H (-0.61, -2.05, -2.11)
H (-2.58, -0.51, -1.96)
H (-4.31, 0.47, 0.01)
H (-4.69, 0.37, 2.46)
H (-3.22, -0.95, 3.90)
H (-1.34, -2.25, 2.96)

***

5.
Density functional theory data (the ωB97M-V functional and the def2-TZVPD basis) for C42H50BCaN13O10Se as an isolated structure.

The max |F| is 0.0269 hartree/bohr. The total energy is -168672.6120 eV. For the HOMO energy, the calculation gives -7.4 eV. The energy above the lowest of the compared OMol25 structures with the same formula, charge and spin comes out at 0.552 eV. The spin multiplicity is 1.

Element x y z (Å)
Ca (0.57, 0.64, 0.04)
C (1.43, -1.02, 3.52)
C (2.15, 0.19, 4.11)
C (3.67, 0.08, 3.94)
C (1.69, 1.49, 3.53)
C (1.93, 2.74, 4.12)
C (1.42, 3.65, 3.23)
N (0.92, 2.99, 2.18)
N (1.07, 1.64, 2.36)
B (0.27, 3.69, 0.97)
N (1.17, 3.60, -0.30)
C (1.84, 4.63, -0.83)
C (2.60, 4.16, -1.89)
C (2.32, 2.79, -1.94)
N (1.46, 2.46, -0.99)
C (2.87, 1.75, -2.87)
C (4.40, 1.78, -2.89)
C (2.29, 1.92, -4.28)
N (-1.19, 3.19, 0.74)
C (-2.27, 3.97, 0.90)
C (-3.40, 3.21, 0.70)
C (-2.91, 1.92, 0.42)
N (-1.59, 1.92, 0.44)
C (-3.72, 0.67, 0.21)
C (-4.90, 0.92, -0.74)
C (-2.87, -0.51, -0.26)
H (1.99, -1.94, 3.74)
H (1.35, -0.92, 2.44)
H (0.42, -1.13, 3.93)
H (1.94, 0.23, 5.18)
H (3.95, 0.10, 2.89)
H (4.05, -0.84, 4.39)
H (4.17, 0.92, 4.42)
H (2.41, 2.93, 5.07)
H (1.38, 4.73, 3.27)
H (0.19, 4.85, 1.24)
H (1.74, 5.62, -0.42)
H (3.27, 4.73, -2.51)
H (2.56, 0.78, -2.48)
H (4.76, 2.74, -3.27)
H (4.78, 0.99, -3.55)
H (4.80, 1.62, -1.89)
H (2.58, 2.90, -4.69)
H (1.20, 1.87, -4.28)
H (2.67, 1.15, -4.95)
H (-2.16, 5.01, 1.16)
H (-4.43, 3.53, 0.76)
H (-4.14, 0.42, 1.19)
H (-4.55, 1.31, -1.70)
H (-5.61, 1.63, -0.32)
H (-5.43, -0.02, -0.92)
H (-2.51, -0.35, -1.27)
H (-3.47, -1.43, -0.25)
H (-2.02, -0.66, 0.41)
O (4.59, -0.56, -0.10)
C (3.52, -0.91, 0.39)
O (2.43, -0.27, 0.37)
C (3.56, -2.24, 1.15)
C (4.78, -2.54, 1.75)
C (4.92, -3.69, 2.49)
C (3.92, -4.63, 2.59)
C (2.74, -4.37, 1.93)
C (2.52, -3.16, 1.26)
O (1.32, -2.86, 0.67)
N (1.76, -5.48, 1.89)
O (1.05, -5.56, 0.91)
O (1.75, -6.24, 2.83)
N (6.20, -3.95, 3.18)
O (7.07, -3.12, 3.07)
O (6.30, -4.98, 3.82)
H (5.59, -1.84, 1.64)
H (4.06, -5.55, 3.13)
O (-4.14, 0.13, -6.02)
C (-4.17, 1.27, -5.18)
C (-2.98, 1.24, -4.26)
C (-2.73, 2.32, -3.42)
C (-1.68, 2.23, -2.52)
N (-0.86, 1.19, -2.46)
C (-1.05, 0.19, -3.32)
C (-2.12, 0.15, -4.21)
C (0.00, -0.86, -3.33)
C (0.28, -1.55, -4.51)
C (1.33, -2.45, -4.55)
C (1.62, -3.22, -5.81)
O (0.50, -3.98, -6.24)
C (2.07, -2.62, -3.40)
C (1.74, -1.89, -2.27)
N (0.72, -1.04, -2.21)
H (-4.94, 0.13, -6.56)
H (-5.08, 1.29, -4.57)
H (-4.14, 2.20, -5.76)
H (-3.36, 3.20, -3.44)
H (-1.48, 3.04, -1.82)
H (-2.30, -0.70, -4.85)
H (-0.30, -1.35, -5.40)
H (2.50, -3.85, -5.67)
H (1.83, -2.53, -6.63)
H (0.25, -4.58, -5.54)
H (2.92, -3.30, -3.37)
H (2.32, -2.00, -1.37)
O (-0.81, -3.00, 1.02)
N (0.19, -3.27, 1.53)
C (-4.66, 1.81, 4.35)
N (-4.78, 0.39, 4.09)
C (-5.94, -0.36, 4.15)
C (-5.61, -1.63, 3.83)
N (-4.25, -1.64, 3.57)
C (-3.48, -2.81, 3.20)
C (-3.73, -0.39, 3.73)
Se (-2.01, 0.19, 3.46)
H (-5.62, 2.17, 4.72)
H (-4.39, 2.34, 3.44)
H (-3.88, 1.99, 5.09)
H (-6.89, 0.07, 4.42)
H (-6.21, -2.51, 3.76)
H (-3.86, -3.67, 3.74)
H (-2.44, -2.63, 3.47)
H (-3.53, -2.99, 2.13)

***

6.
Density functional theory data (the ωB97M-V functional and the def2-TZVPD basis) for a 9-piece molecular cluster, C13H40BClF4O8 overall.

The max |F| is 0.0124 hartree/bohr. The total energy is -54574.4575 eV. For the HOMO energy, the calculation gives -10.1 eV. The spin multiplicity is 1.

Element x y z (Å)
C (1.56, -1.30, 3.30)
C (2.73, -0.46, 2.80)
Cl (4.10, -0.48, 3.97)
C (3.29, -0.91, 1.44)
B (4.25, 0.16, 0.81)
C (3.80, 1.69, 0.60)
F (3.89, 2.38, 1.78)
F (4.64, 2.32, -0.29)
C (2.41, 1.93, 0.01)
F (1.43, 1.72, 0.93)
F (2.22, 1.02, -0.99)
H (1.51, -1.21, 4.38)
H (0.64, -0.89, 2.89)
H (1.65, -2.34, 3.00)
H (2.42, 0.58, 2.77)
H (3.81, -1.85, 1.59)
H (2.45, -1.06, 0.75)
H (5.34, -0.15, 0.46)
H (2.32, 2.94, -0.39)
C (-0.17, 1.62, -2.71)
O (-1.28, 1.72, -3.60)
H (0.71, 1.94, -3.26)
H (-0.31, 2.27, -1.84)
H (-0.02, 0.59, -2.37)
H (-2.07, 1.43, -3.13)
C (2.29, -4.49, 5.53)
O (1.21, -4.29, 4.62)
H (3.20, -4.18, 5.02)
H (2.17, -3.87, 6.43)
H (2.38, -5.54, 5.82)
H (0.39, -4.55, 5.06)
C (-1.00, -4.50, 2.40)
O (-2.00, -5.22, 3.13)
H (-0.05, -4.98, 2.59)
H (-1.21, -4.51, 1.33)
H (-0.94, -3.46, 2.74)
H (-2.85, -4.79, 2.97)
C (-0.64, 5.66, -1.45)
O (-1.59, 4.61, -1.44)
H (-0.89, 6.33, -0.63)
H (0.38, 5.28, -1.29)
H (-0.66, 6.22, -2.39)
H (-1.38, 4.01, -2.17)
C (-0.69, 0.75, -6.86)
O (0.00, 1.96, -7.14)
H (-0.58, 0.08, -7.70)
H (-0.29, 0.27, -5.96)
H (-1.76, 0.94, -6.70)
H (-0.12, 2.54, -6.39)
C (-2.96, -0.73, 2.62)
O (-1.79, -0.96, 1.82)
H (-2.92, -1.41, 3.46)
H (-2.97, 0.30, 2.99)
H (-3.87, -0.92, 2.04)
H (-1.82, -0.35, 1.08)
C (-1.70, 3.43, 4.02)
O (-1.58, 2.04, 4.31)
H (-2.31, 3.87, 4.80)
H (-0.73, 3.92, 4.02)
H (-2.19, 3.60, 3.06)
H (-1.03, 1.64, 3.63)
C (-3.67, -2.26, -7.81)
O (-2.49, -1.72, -8.38)
H (-3.37, -2.86, -6.96)
H (-4.34, -1.47, -7.46)
H (-4.21, -2.89, -8.52)
H (-2.74, -1.18, -9.13)

***

7.
Density functional theory data (the ωB97M-V functional and the def2-TZVPD basis) for N2O6S4Sc as an isolated structure.

The max |F| is 0.0799 hartree/bohr. The total energy is -79299.6549 eV. For the HOMO energy, the calculation gives -14.0 eV. As for the charge: +1. The spin multiplicity is 1.

Element x y z (Å)
N (2.79, 1.68, 1.01)
S (2.91, 1.19, -0.42)
O (1.86, 0.22, -0.90)
Sc (-0.10, -0.12, -0.27)
N (-1.28, -1.23, -2.12)
S (-1.53, -2.51, -1.09)
O (-0.49, -2.24, -0.03)
S (-2.63, -0.32, -1.64)
O (-1.96, 0.81, -0.89)
O (-2.93, -1.55, -0.51)
S (1.58, 1.01, 2.25)
O (1.47, 2.13, 3.21)
O (0.30, 0.94, 1.41)

***

8.
Density functional theory data (the ωB97M-V functional and the def2-TZVPD basis) for C26H22ClN8O6S4Ti as an isolated structure.

The max |F| is 0.0194 hartree/bohr. The total energy is -130508.3872 eV. As for the expectation value of S²: 0.7692. For the HOMO energy (spin up / spin down), the calculation gives -1.5 / -1.5 eV. The energy above the lowest of the compared OMol25 structures with the same formula, charge and spin comes out at 0.212 eV. As for the charge: -2. The spin multiplicity is 2.

Element x y z (Å)
Ti (0.69, -0.23, 0.19)
O (2.74, -0.60, -3.36)
C (1.81, -0.84, -2.38)
O (1.73, 0.02, -1.40)
C (0.96, -1.90, -2.30)
C (0.75, -3.07, -3.11)
C (-0.18, -3.98, -2.73)
C (-0.99, -3.76, -1.54)
C (-0.74, -2.66, -0.80)
N (0.21, -1.74, -1.12)
C (-1.50, -2.19, 0.41)
O (-2.52, -2.72, 0.80)
O (-0.97, -1.09, 0.89)
H (3.22, 0.18, -3.06)
H (1.35, -3.21, -3.99)
H (-0.33, -4.87, -3.32)
H (-1.76, -4.45, -1.25)
O (-0.44, 3.94, 7.28)
C (-0.62, 3.31, 6.27)
S (0.35, 1.94, 5.76)
C (-0.39, 1.63, 4.18)
C (-1.44, 2.51, 3.83)
S (-2.38, 2.50, 2.45)
S (-1.79, 3.77, 5.02)
S (0.21, 0.33, 3.34)
N (2.88, -2.98, -0.04)
C (2.07, -2.66, 1.00)
O (1.83, -1.41, 1.20)
C (1.59, -3.67, 1.84)
C (0.85, -3.43, 3.03)
N (0.27, -3.32, 4.02)
C (1.90, -5.01, 1.52)
N (2.20, -6.09, 1.20)
H (2.94, -2.29, -0.77)
H (2.91, -3.94, -0.33)
C (-5.04, 0.32, -0.34)
C (-5.08, 1.66, -1.07)
C (-5.07, 2.83, -0.09)
C (-3.95, 1.78, -2.10)
N (-2.62, 1.75, -1.49)
C (-1.88, 0.70, -1.16)
N (-0.79, 1.15, -0.58)
N (-0.88, 2.50, -0.57)
N (-1.97, 2.87, -1.12)
H (-5.89, 0.23, 0.34)
H (-4.14, 0.23, 0.28)
H (-5.07, -0.53, -1.03)
H (-6.00, 1.70, -1.67)
H (-4.24, 2.76, 0.61)
H (-5.99, 2.83, 0.50)
H (-4.99, 3.79, -0.61)
H (-4.02, 2.71, -2.65)
H (-3.98, 0.95, -2.81)
H (-2.14, -0.33, -1.32)
Cl (2.15, 3.40, -1.61)
C (3.44, 2.35, -1.07)
C (4.59, 2.31, -1.84)
C (5.64, 1.47, -1.49)
C (5.50, 0.69, -0.35)
C (4.35, 0.75, 0.41)
C (3.26, 1.57, 0.08)
C (2.03, 1.48, 0.87)
H (4.65, 2.94, -2.72)
H (6.54, 1.44, -2.09)
H (6.30, 0.02, -0.05)
H (4.24, 0.11, 1.28)
H (1.40, 2.38, 0.84)
H (2.26, 1.18, 1.89)

***

9.
Density functional theory data (the ωB97M-V functional and the def2-TZVPD basis) for a 2-piece molecular cluster, C4H5ClOS overall.

The max |F| is 0.1041 hartree/bohr. The total energy is -29628.2505 eV. For the HOMO energy (spin up / spin down), the calculation gives -7.9 / -8.3 eV. The energy above the lowest of the compared OMol25 structures with the same formula, charge and spin comes out at 5.457 eV. The spin multiplicity is 1.

Element x y z (Å)
C (1.65, -2.01, 1.56)
C (2.10, -1.36, 2.62)
C (0.23, 1.89, 1.64)
C (-0.92, 1.20, -0.69)
O (0.83, 1.94, 2.66)
S (0.13, 0.53, 0.58)
Cl (2.00, 0.10, 3.37)
H (1.73, -3.02, 1.37)
H (1.08, -1.23, 0.86)
H (-1.15, 2.26, -0.62)
H (-1.91, 0.63, -0.76)
H (-0.48, 1.07, -1.76)

***

Q: spin multiplicity of number 4 (C21H22N2O3)?
A: 1

***

Q: The highest total energy belongs to which entry?
A: C8H9NO

***

Q: Among the records above, which one has the lowest max |F|?
A: C13H40BClF4O8